No. 1
C36H32HgN5O4S | wB97M-V/def2-TZVPD

Properties
Gap between HOMO and LUMO (alpha / beta), eV: 2.719 / 5.545
Largest force on an atom, eV Å⁻¹: 1.6
<S²>: 0.76
Calculated total energy, Eh: -2517.39842
Spin multiplicity: 2
Total charge: -2

Each line ends with the Mulliken charge.
Element x y z (Å)
Hg  0.758  -0.286  -0.322  1.89
S  -0.445  1.351  -3.235  -0.28
O  -2.468  -1.194  0.046  -0.72
O  -0.118  0.029  -2.471  -0.35
O  3.304  -3.446  1.199  -0.91
O  1.777  1.814  0.123  -1.03
N  -0.420  2.362  -0.125  0.89
N  1.546  -2.174  -1.685  0.22
N  0.300  0.156  2.465  0.10
N  2.061  -1.528  0.911  -0.23
N  -2.907  1.339  -0.880  0.04
C  2.129  5.275  2.573  -0.72
C  2.700  -4.477  -2.821  -0.35
C  2.357  -3.009  -0.939  0.20
C  1.992  6.267  0.392  -0.75
C  2.298  6.375  1.744  -0.48
C  0.831  2.650  0.195  1.30
C  2.613  -2.675  0.482  -0.08
C  -3.096  -3.044  -1.296  -1.48
C  1.644  4.082  2.060  -0.18
C  1.682  -0.042  4.386  -0.74
C  1.836  -3.624  -3.575  -0.90
C  -2.763  2.702  -0.628  0.23
C  3.440  3.661  -3.657  -0.46
C  -1.512  3.214  -0.131  0.34
C  1.042  3.545  -3.883  -0.76
C  1.512  5.074  -0.123  0.47
C  1.379  -0.339  3.055  0.60
C  0.843  0.778  5.119  -0.34
C  1.310  3.980  0.713  -1.58
C  -0.300  1.268  4.495  -0.93
C  -3.599  0.700  -1.846  1.33
C  2.323  -1.252  2.305  -1.03
C  1.050  2.218  -3.428  0.65
C  -3.794  4.889  -0.361  -0.80
C  -2.617  5.381  0.166  -0.89
C  2.274  1.622  -3.111  -0.53
C  -1.508  4.557  0.277  -0.92
C  -0.523  0.931  3.176  -0.17
C  1.307  -2.509  -2.960  -0.78
C  -3.857  3.557  -0.736  -0.36
C  2.226  4.251  -3.995  -0.44
C  2.935  -4.149  -1.500  -0.55
C  -4.207  1.510  -2.952  -1.86
C  3.450  2.341  -3.218  -0.64
C  -3.677  -0.675  -1.898  -0.86
C  -3.048  -1.562  -0.986  1.02
H  0.093  4.009  -4.131  0.33
H  -0.992  1.916  5.019  0.41
H  2.206  5.283  -4.333  0.34
H  -2.270  0.730  -0.370  -0.15
H  3.572  -4.750  -0.863  0.41
H  -0.607  4.985  0.677  0.42
H  2.377  5.348  3.626  0.40
H  -3.469  2.236  -3.300  0.37
H  -4.667  5.523  -0.461  0.35
H  2.348  -2.209  2.846  0.48
H  -4.112  -3.382  -1.514  0.41
H  2.579  -0.456  4.831  0.42
H  2.679  7.305  2.150  0.36
H  -1.408  1.284  2.659  0.34
H  -2.694  -3.595  -0.448  0.36
H  1.511  3.221  2.703  0.41
H  -5.099  2.051  -2.638  0.37
H  0.645  -1.836  -3.493  0.61
H  1.066  1.025  6.150  0.38
H  4.361  4.230  -3.706  0.33
H  -4.479  0.854  -3.776  0.39
H  4.385  1.864  -2.948  0.40
H  1.595  -3.840  -4.610  0.38
H  -2.457  -3.250  -2.159  0.29
H  -4.800  3.167  -1.092  0.31
H  3.161  -5.347  -3.278  0.35
H  -2.549  6.414  0.489  0.41
H  3.334  -0.820  2.408  0.19
H  1.276  4.985  -1.176  0.60
H  2.129  7.121  -0.261  0.40
H  2.287  0.596  -2.759  0.50
H  -4.182  -1.119  -2.745  0.22

No. 2
C8H17N2 | wB97M-V/def2-TZVPD

Properties
Gap between HOMO and LUMO, eV: 9.937
Largest force on an atom, eV Å⁻¹: 4.8
Calculated total energy, Eh: -424.18576
Total charge: +1

Each line ends with the Mulliken charge.
Element x y z (Å)
N  -1.202  0.793  3.301  -0.31
N  -1.776  1.229  0.719  -0.24
C  0.201  -0.660  -0.770  -0.70
C  0.646  0.576  -0.027  0.28
C  -0.376  1.200  1.044  -0.35
C  -2.569  1.706  -0.181  -0.33
C  -0.881  0.204  2.153  0.02
C  0.576  -2.331  -2.652  -1.26
C  1.075  -1.082  -1.916  -0.44
C  1.940  0.230  0.708  -1.63
H  2.672  -0.053  -0.068  0.45
H  -0.943  1.763  3.523  0.27
H  -0.960  -0.803  1.813  0.40
H  2.114  -1.271  -1.529  0.25
H  -0.826  -0.404  -1.183  0.22
H  0.080  2.185  1.389  0.45
H  1.220  -0.128  -2.505  0.33
H  -1.958  0.344  3.923  0.29
H  1.943  -0.601  1.421  0.32
H  -3.573  1.590  -0.096  0.31
H  -2.234  2.372  -0.918  0.29
H  0.146  -1.462  -0.133  0.39
H  2.278  1.097  1.276  0.45
H  0.895  1.323  -0.683  0.50
H  0.207  -3.042  -1.987  0.39
H  1.481  -2.720  -3.173  0.36
H  -0.174  -2.056  -3.450  0.28

No. 3
C3H9NO2 | wB97M-V/def2-TZVPD

Properties
Gap between HOMO and LUMO, eV: 10.280
Structure (SMILES): NC(CO)CO
Largest force on an atom, eV Å⁻¹: 2.0
Calculated total energy, Eh: -324.90546

Each line ends with the Mulliken charge.
Element x y z (Å)
O  0.388  -2.058  0.836  -0.54
O  0.905  1.903  0.947  -0.52
N  -0.187  0.460  -1.762  -0.76
C  -0.134  0.975  0.702  -0.61
C  0.193  -0.019  -0.415  0.63
C  -0.406  -1.377  -0.166  -0.92
H  0.491  1.117  -2.137  0.28
H  -1.434  -1.281  0.197  0.28
H  -0.995  1.079  -1.719  0.24
H  0.069  -1.911  1.731  0.31
H  -1.012  1.561  0.441  0.34
H  -0.466  -2.148  -0.929  0.35
H  1.692  1.403  1.181  0.32
H  -0.377  0.394  1.599  0.23
H  1.272  -0.098  -0.505  0.37

No. 4
C33H48F18N14O36S18 | wB97M-V/def2-TZVPD

Properties
Gap between HOMO and LUMO, eV: 0.782
Largest force on an atom, eV Å⁻¹: 13.4
Calculated total energy, Eh: -13725.48734
Total charge: -4

Each line ends with the Mulliken charge.
Element x y z (Å)
S  -1.397  23.078  12.478  1.11
S  13.701  28.971  26.915  1.07
S  7.949  20.119  15.614  1.15
S  3.414  21.085  27.340  1.01
S  -1.531  25.779  18.354  1.10
S  8.667  21.371  17.390  1.16
S  -3.124  24.539  12.182  1.07
S  11.452  28.972  26.151  1.08
S  10.134  27.747  19.255  0.94
S  2.955  23.176  28.372  1.06
S  11.610  18.093  26.819  1.08
S  11.552  26.308  20.419  1.04
S  5.072  30.149  16.621  1.06
S  0.246  18.688  21.659  1.09
S  10.569  19.882  25.609  1.10
S  4.170  31.788  15.309  1.11
S  -0.810  28.027  18.818  1.04
S  -1.121  17.799  23.401  1.04
F  4.918  28.526  16.718  -0.27
F  10.734  28.944  24.720  -0.23
F  3.633  31.884  13.824  -0.34
F  12.605  18.174  28.119  -0.30
F  8.609  18.982  14.674  -0.31
F  -1.042  24.373  17.708  -0.28
F  3.882  20.540  25.884  -0.29
F  14.860  30.102  26.835  -0.28
F  -2.579  17.083  23.262  -0.31
F  12.346  26.528  21.852  -0.29
F  0.103  23.192  13.072  -0.30
F  1.835  24.330  28.118  -0.31
F  9.953  22.166  17.879  -0.29
F  10.346  29.264  18.806  -0.34
F  -0.122  29.133  17.803  -0.27
F  9.207  20.675  25.904  -0.27
F  -3.451  26.152  12.270  -0.34
F  0.897  18.323  20.174  -0.35
O  -1.098  22.393  11.244  -0.61
O  7.819  22.452  16.888  -0.50
O  0.049  28.148  19.969  -0.55
O  -1.501  19.147  23.905  -0.53
O  4.448  30.575  17.839  -0.53
O  4.095  24.078  28.526  -0.61
O  8.851  27.915  19.938  -0.49
O  2.474  22.507  29.618  -0.57
O  -0.075  20.102  21.393  -0.55
O  1.521  18.446  22.345  -0.57
O  8.263  20.826  18.709  -0.56
O  14.382  27.769  26.424  -0.54
O  9.960  18.812  24.858  -0.56
O  -1.925  22.222  13.520  -0.55
O  11.283  20.791  24.744  -0.56
O  4.666  20.987  28.106  -0.57
O  13.315  28.977  28.342  -0.57
O  -3.927  23.999  13.300  -0.56
O  12.640  25.587  19.766  -0.61
O  3.166  32.507  16.062  -0.65
O  11.470  27.525  26.507  -0.52
O  10.257  26.938  17.994  -0.57
O  10.534  29.811  26.957  -0.69
O  2.359  20.115  27.609  -0.65
O  -0.389  16.876  24.191  -0.53
O  7.503  21.033  14.551  -0.56
O  5.412  32.452  15.036  -0.62
O  6.536  30.332  16.446  -0.55
O  -1.437  25.421  19.796  -0.60
O  -2.205  28.449  19.014  -0.59
O  12.642  17.958  25.734  -0.57
O  -3.428  24.277  10.763  -0.61
O  -2.882  25.813  17.781  -0.63
O  10.771  16.911  27.132  -0.57
O  10.358  25.539  20.808  -0.47
O  6.914  19.367  16.298  -0.54
N  4.308  24.217  21.586  0.12
N  6.297  33.447  20.290  0.26
N  11.366  27.960  20.041  -0.18
N  -4.437  21.376  34.316  0.06
N  9.386  20.457  16.459  -0.30
N  10.972  19.616  27.072  -0.28
N  -0.915  17.685  21.723  -0.29
N  2.919  22.352  26.869  -0.06
N  12.710  29.797  25.709  -0.32
N  -0.483  26.707  17.704  -0.22
N  -1.667  24.751  12.503  -0.21
N  -2.952  22.855  27.639  0.12
N  3.804  30.596  26.211  0.08
N  4.094  30.319  15.265  -0.20
C  5.487  23.994  22.560  -0.86
C  -2.445  21.622  29.612  -0.89
C  -4.506  22.746  29.428  -0.74
C  3.622  23.460  19.180  -0.14
C  -3.343  20.663  32.349  -0.59
C  -3.958  21.724  31.643  1.06
C  5.149  32.336  22.649  0.76
C  -4.792  22.631  32.311  -0.68
C  4.099  25.721  21.147  -0.97
C  4.019  26.570  22.350  -0.67
C  5.110  31.016  26.110  -0.44
C  -4.855  21.116  35.656  -0.95
C  2.863  30.709  25.204  -0.32
C  6.354  31.934  22.143  -0.84
C  3.308  31.347  24.018  -0.67
C  -5.142  22.351  33.623  -0.28
C  3.025  23.734  22.277  -1.11
C  6.964  34.181  19.239  -1.05
C  -3.653  21.956  30.203  1.22
C  4.630  31.763  23.931  0.75
C  -2.573  23.248  26.298  -1.02
C  4.619  23.368  20.353  -0.77
C  3.856  22.421  18.084  -1.55
C  4.481  33.358  21.964  -0.71
C  -3.620  20.461  33.700  -0.32
C  5.319  26.431  23.206  -0.66
C  3.454  29.896  27.452  -0.98
C  -2.032  22.088  28.332  -0.41
C  5.117  33.970  20.839  -0.44
C  5.488  24.944  23.702  -0.60
C  5.552  31.716  24.952  -0.42
C  -4.113  23.239  28.157  -0.27
C  6.932  32.486  21.017  -0.48
H  3.789  30.568  28.242  0.36
H  4.853  26.041  20.428  0.56
H  4.037  28.978  27.528  0.41
H  7.569  34.993  19.643  0.31
H  2.697  31.425  23.131  0.62
H  3.181  25.787  20.563  0.64
H  5.173  27.096  24.057  0.30
H  -5.207  22.030  36.134  0.25
H  7.923  32.238  20.667  0.58
H  -5.269  23.474  31.834  0.39
H  -1.757  22.612  25.956  0.37
H  5.665  31.016  27.036  0.43
H  5.603  23.642  19.973  0.49
H  3.132  22.679  22.529  0.35
H  -4.811  23.651  27.442  0.40
H  2.274  24.059  21.557  0.48
H  7.587  33.423  18.763  0.39
H  -2.455  24.331  26.335  0.34
H  2.369  29.801  27.487  0.29
H  3.740  24.445  18.729  0.26
H  2.887  24.288  23.206  0.43
H  -1.760  21.067  30.236  0.31
H  6.289  34.443  18.424  0.44
H  4.666  24.752  24.391  0.20
H  -4.079  20.699  36.298  0.29
H  3.780  21.408  18.480  0.37
H  -5.792  22.899  34.289  0.31
H  3.177  26.435  23.029  0.24
H  -1.105  21.808  27.855  0.60
H  4.686  22.489  17.381  0.34
H  4.669  22.343  20.720  0.48
H  1.889  30.280  25.387  0.44
H  5.477  22.969  22.930  0.55
H  -3.188  19.738  34.376  0.40
H  6.224  26.753  22.689  0.38
H  -3.314  22.879  25.589  0.41
H  6.418  24.743  24.234  0.48
H  3.579  33.841  22.311  0.47
H  -2.513  20.115  31.928  0.34
H  6.421  23.998  21.997  0.53
H  3.986  27.600  21.997  0.41
H  3.016  22.474  17.392  0.42
H  6.477  32.267  24.872  0.61
H  6.856  31.133  22.665  0.68
H  -5.481  22.992  29.822  0.44
H  4.689  34.760  20.239  0.45
H  2.591  23.281  19.488  0.27
H  -5.597  20.369  35.376  0.47

No. 5
C3H7IN4 | wB97M-V/def2-TZVPD

Properties
Gap between HOMO and LUMO (alpha / beta), eV: 7.432 / 7.641
Largest force on an atom, eV Å⁻¹: 4.2
Calculated total energy, Eh: -635.02253

Each line ends with the Mulliken charge.
Element x y z (Å)
I  1.274  -2.717  0.508  0.14
N  -0.266  1.225  0.347  -0.62
N  -1.150  -1.255  0.860  0.32
N  0.395  0.211  -0.121  0.61
N  -1.406  -2.472  1.314  -1.05
C  -0.088  2.462  0.114  -0.27
C  0.005  -1.150  0.192  0.05
C  1.359  0.279  -1.183  -0.95
H  -2.063  -0.675  0.860  0.35
H  2.419  -0.113  -0.957  0.23
H  -2.413  -2.633  1.643  0.16
H  0.516  2.840  -0.713  0.16
H  1.490  1.324  -1.485  0.35
H  -0.842  3.058  0.656  0.23
H  0.770  -0.386  -2.035  0.28